(1)
116
Properties=species:S:1:pos:R:3 method="wB97M-V/def2-TZVPD" s2=0.7675 orbital_gap_ev="5.2561 / 5.3015" lumo_ev="-1.85 / -1.83" spin_multiplicity=2 total_charge=0 relative_energy_kj_mol=0.00
O -0.065 3.411 -0.270
H 2.605 -6.193 -0.500
H -8.093 3.869 -0.324
C -0.924 -2.490 -7.093
S 0.207 3.290 -3.053
C -0.922 -0.420 -5.866
C -0.508 -3.163 -5.952
C -4.453 2.544 -0.237
C -2.038 -2.774 -1.166
C -2.718 0.184 -3.273
C -3.264 -3.224 -1.644
C 0.614 1.870 2.961
C 1.019 -1.541 2.967
H 2.266 -2.080 -1.537
C 0.488 -3.838 0.716
C 2.210 -0.604 -3.764
H -4.526 1.129 -2.512
C 0.784 2.319 4.379
C -5.405 2.052 0.653
H -3.297 -4.030 -2.369
C -0.281 -0.357 -3.429
C -6.711 2.525 0.622
C -0.303 -2.466 -4.768
N 1.452 0.261 -1.815
C -1.309 -1.859 4.424
H -3.135 -0.355 0.917
H -2.228 -1.999 4.983
H -3.658 3.344 2.239
C -4.827 3.520 -1.157
N -1.344 0.926 -1.611
C 3.882 0.847 1.853
H 2.446 4.612 6.248
C 5.883 0.880 -1.416
C -1.365 -1.498 3.078
H 4.894 -1.786 0.422
H 1.199 3.469 8.057
C -4.444 -2.647 -1.192
H 5.477 1.781 -1.864
H -1.678 3.164 4.011
C 1.639 3.372 4.699
H -6.407 4.759 -1.904
H 2.052 -2.038 4.782
C 1.082 3.148 7.029
C -3.053 2.023 -0.233
H 3.320 1.450 3.878
C -2.294 2.136 0.940
H 2.190 -1.006 -4.766
C -1.950 -1.736 -0.236
H -0.320 -3.750 1.434
H -1.085 -3.033 -8.017
H -5.401 -2.996 -1.562
C 0.076 1.690 5.399
C 5.558 -1.118 -0.118
C 3.061 1.267 2.847
H -0.344 -4.234 -5.981
H -1.131 -3.249 -1.524
H -1.070 0.655 -5.829
C 5.038 0.034 -0.704
H 7.883 1.248 -2.090
H -5.122 1.282 1.364
H 4.332 -0.495 -3.256
H 8.801 -0.805 -1.052
C -3.468 0.935 -2.444
N -1.056 1.621 1.138
H 3.346 -4.236 -1.833
C -2.615 1.378 -1.370
C -1.367 0.196 -2.772
O 1.491 5.139 -1.173
N 1.805 1.070 0.972
C 7.233 0.580 -1.539
H -0.036 -2.342 6.087
H 0.753 -5.923 1.130
H -1.441 -0.585 -7.940
C 6.907 -1.420 -0.244
C -0.083 -2.058 5.043
H -3.043 -0.342 -4.157
H 7.301 -2.322 0.209
H -5.299 -1.156 0.097
C 3.087 0.720 0.667
C -7.076 3.498 -0.300
C 3.296 -0.332 -3.003
C -0.204 -1.344 2.321
C 1.092 -5.075 0.546
C -6.131 3.995 -1.188
H 4.942 0.656 1.913
C 2.823 0.169 -1.742
H 1.944 -1.464 2.401
C 1.752 1.415 2.283
S 0.992 3.819 -1.343
C -0.515 -1.091 -4.715
H 0.026 -2.987 -3.874
C -0.647 2.000 2.397
H -7.444 2.128 1.314
C 2.130 -5.228 -0.368
C 0.894 -2.715 -0.017
C 1.923 -2.897 -0.935
W 0.333 1.383 -0.490
H 2.173 3.883 3.905
C 2.543 -4.135 -1.111
C -3.152 -1.167 0.200
C 3.580 0.342 -0.594
C 7.748 -0.570 -0.954
H -0.580 0.866 5.152
O 1.986 2.704 -1.003
C 1.087 -1.886 4.311
H -4.083 3.913 -1.841
Ge -0.174 -1.082 0.353
C -1.128 -1.116 -7.050
C 1.046 -0.247 -3.001
C 1.786 3.785 6.016
C -1.717 2.732 3.024
H -0.324 1.594 7.502
C -4.385 -1.618 -0.262
C -2.720 2.823 2.127
H -2.337 -1.384 2.617
C 0.227 2.099 6.718



(2)
63
Properties=species:S:1:pos:R:3 method="wB97M-V/def2-TZVPD" orbital_gap_ev=8.2201 smiles="C[C@@H](F)C1=CC(=O)OC1=O.Fc1ccccc1.Fc1ccccc1.Fc1ccccc1.Fc1ccccc1" lumo_ev=-1.07 spin_multiplicity=1 total_charge=0
H 0.989 -5.403 -0.536
H -2.202 -3.531 1.799
H -0.643 2.297 -0.427
H 1.160 1.279 -2.583
F -0.833 -5.959 1.662
C -2.807 3.321 -2.819
H 2.251 1.563 -7.396
F -0.391 -1.624 -0.463
C 2.009 1.506 -6.343
C -1.001 -5.688 0.315
H -0.203 -4.184 -0.967
C 2.300 -0.615 4.608
C 3.745 1.185 5.204
C -3.234 -5.119 -0.948
C -2.683 -3.924 0.928
H -2.474 1.154 2.378
H 0.430 -4.175 0.648
C 3.473 0.950 6.545
H 3.361 0.558 3.176
C -2.589 4.689 -2.753
H -0.483 2.240 -4.172
C -3.949 -3.423 0.332
H -1.038 -6.638 -0.200
H -3.522 2.926 -3.529
C 0.156 -4.824 -0.172
H -0.371 2.370 2.835
F 3.495 0.390 -3.247
H 1.332 -1.664 6.196
C 0.779 1.961 -5.886
C -1.186 2.966 -1.078
C -1.665 5.170 -1.846
C -0.956 4.332 -1.008
C -2.111 2.460 -1.981
H -2.482 -0.752 0.783
C -1.568 -0.215 1.006
C -1.557 0.851 1.893
C 2.932 0.975 -5.454
H 1.720 1.679 1.720
O -4.635 -2.497 0.679
C -0.384 -0.581 0.395
C 2.601 0.907 -4.116
C 2.012 -0.864 5.935
H 1.711 -0.248 0.144
H 3.897 0.619 -5.788
C 0.801 1.144 1.523
C 0.804 0.076 0.638
H -0.235 4.748 -0.317
H 4.414 1.984 4.918
O -4.243 -4.200 -0.769
F 1.728 -1.381 3.659
O -3.175 -5.909 -1.852
C -0.375 1.533 2.150
H -2.285 1.393 -2.036
C 0.471 1.884 -4.535
H 2.397 -0.261 7.951
F -1.447 6.497 -1.780
C 1.385 1.351 -3.639
C -2.264 -4.919 0.158
H 0.063 2.376 -6.583
H -3.124 5.379 -3.391
C 3.158 0.397 4.225
H 3.934 1.564 7.306
C 2.608 -0.074 6.907



(3)
22
Properties=species:S:1:pos:R:3 method="wB97M-V/def2-TZVPD" s2=0.7588 orbital_gap_ev="4.2404 / 4.5562" lumo_ev="-10.51 / -10.20" spin_multiplicity=2 total_charge=+2
H 1.167 1.208 -2.508
C -3.936 -0.011 1.044
P 0.558 -0.001 -0.386
H -1.072 0.001 -2.297
H 0.700 -0.811 3.499
C -1.166 -0.006 -1.194
I -2.416 -1.362 2.477
Cl 4.296 0.041 0.490
C 1.117 1.436 -1.430
O 1.209 -0.031 3.253
H 0.713 0.811 3.479
H -1.734 0.901 -0.947
H 0.412 -2.256 -1.343
H 2.107 1.783 -1.116
H -1.724 -0.922 -0.962
O -4.938 -0.045 0.434
I -2.408 1.386 2.466
H 2.126 -1.762 -1.124
H 0.385 2.260 -1.328
C 1.134 -1.424 -1.441
H 1.182 -1.191 -2.517
Ti 2.288 -0.006 1.449



(4)
10
Properties=species:S:1:pos:R:3 method="wB97M-V/def2-TZVPD" orbital_gap_ev="9.0844 / 5.5438" lumo_ev="-1.46 / -3.76" spin_multiplicity=1 total_charge=0 relative_energy_kj_mol=242.94
H 0.441 1.698 -0.943
C 0.110 1.066 -0.139
Br -2.160 -0.829 2.214
C 0.562 -0.966 -0.346
H -0.425 1.463 0.683
F -1.450 -0.354 -1.769
H 1.324 -0.069 1.318
O 1.057 -2.038 -0.543
C -0.566 -0.100 -0.814
N 1.107 0.128 0.340



| no. | calculated total energy (hartree) |
| --- | --- |
| 1 | -5773.674589 |
| 2 | -1883.230720 |
| 3 | -2555.183199 |
| 4 | -2919.857363 |